The following is a quantum chemistry calculation of an isolated molecule of C3H3NOS, from the OMol25 dataset.

Computed properties:
2S+1: 1
E, Eh: -644.20934
Frontier orbital gap, eV: 8.0
Relative energy (zero: lowest compared OMol25 entry of this formula, charge and spin), kcal/mol: 48.69
LUMO, eV: -1.18
HOMO, eV: -9.188

Last column: Löwdin charge in e.
CARTESIAN COORDINATES (ANGSTROEM)
C 0.145 -0.425 0.890  -0.20
C -0.950 -0.061 -1.412  -0.57
C -0.714 -0.974 -0.331  -0.50
N 1.264 -0.018 0.649  0.12
O -0.920 -2.131 -0.448  0.13
S -1.780 1.313 -1.210  0.76
H -0.443 -0.374 1.903  0.15
H -0.369 -0.313 -2.224  0.05
H 1.906 0.329 1.358  0.07